# 1
133
Properties=species:S:1:pos:R:3:lowdin_charge:R:1 method="wB97M-V/def2-TZVPD" energy_ha=-4966.65214 relative_energy_kcal_mol=0.0 smiles="CCOC(=O)C(F)(F)F.CCOC(=O)C(F)(F)F.CCOC(=O)C(F)(F)F.CCOC(=O)C(F)(F)F.CCOC(=O)C(F)(F)F.CCOC(=O)C(F)(F)F.CCOC(=O)C(F)(F)F.COCCOCCOC.CC#N.CC#N" orbital_gap_ev=9.6 spin_multiplicity=1
C -3.41 0.17 4.56 -0.07
C -4.55 -0.74 4.28 -0.26
N -5.46 -1.45 4.08 0.12
H -2.46 -0.36 4.49 0.08
H -3.52 0.76 5.47 0.08
H -3.41 0.93 3.78 0.06
C -4.14 2.79 -2.79 -0.08
C -3.87 2.53 -4.20 -0.27
N -3.68 2.36 -5.33 0.12
H -3.97 3.85 -2.56 0.08
H -3.47 2.15 -2.22 0.06
H -5.14 2.43 -2.55 0.07
C -1.28 -3.06 -2.31 -0.10
O -0.42 -3.26 -3.45 -0.17
C 0.54 -4.34 -3.27 -0.16
C 1.60 -4.05 -2.16 -0.19
O 1.11 -4.09 -0.80 -0.14
C 0.96 -5.40 -0.18 -0.14
C 2.26 -6.14 0.17 -0.16
O 2.85 -6.83 -0.96 -0.22
C 4.06 -7.54 -0.88 -0.11
H -1.57 -3.98 -1.81 0.09
H -2.25 -2.67 -2.64 0.08
H -0.90 -2.36 -1.57 0.06
H 1.03 -4.51 -4.23 0.13
H 0.02 -5.24 -2.94 0.11
H 1.97 -3.08 -2.49 0.11
H 2.45 -4.67 -2.44 0.11
H 0.33 -6.10 -0.75 0.12
H 0.41 -5.31 0.75 0.12
H 2.07 -6.99 0.82 0.12
H 3.00 -5.47 0.62 0.12
H 4.00 -8.35 -1.62 0.09
H 4.28 -8.03 0.06 0.09
H 4.90 -6.93 -1.20 0.07
C -8.26 7.15 2.59 -0.05
C -8.80 6.38 1.32 -0.21
O -7.80 5.61 0.73 0.00
C -7.46 4.39 1.29 -0.28
O -7.77 4.03 2.42 0.14
C -6.57 3.44 0.41 -0.53
F -6.07 4.15 -0.62 0.14
F -5.62 2.86 1.07 0.21
F -7.34 2.47 -0.19 0.13
H -7.56 7.98 2.55 0.07
H -7.75 6.51 3.32 0.06
H -9.16 7.45 3.12 0.07
H -9.09 7.08 0.54 0.12
H -9.74 5.85 1.45 0.13
C 4.28 -2.43 -0.91 -0.05
C 5.16 -3.70 -0.67 -0.17
O 6.34 -3.60 -1.48 0.01
C 7.40 -4.45 -1.31 -0.30
O 7.33 -5.47 -0.61 0.13
C 8.62 -4.03 -2.15 -0.51
F 9.31 -5.03 -2.63 0.20
F 8.28 -3.09 -3.09 0.14
F 9.50 -3.48 -1.25 0.13
H 4.05 -2.30 -1.97 0.07
H 4.79 -1.55 -0.55 0.08
H 3.31 -2.41 -0.42 0.05
H 4.65 -4.63 -0.93 0.10
H 5.35 -3.71 0.40 0.12
C 2.10 0.62 -0.57 -0.03
C 1.07 -0.42 -0.11 -0.16
O -0.08 0.11 0.60 0.04
C -1.10 0.57 -0.10 -0.39
O -1.15 0.46 -1.29 0.15
C -2.17 1.16 0.89 -0.52
F -2.99 0.11 1.13 0.16
F -1.62 1.61 1.99 0.18
F -2.82 2.21 0.36 0.16
H 2.57 1.16 0.25 0.07
H 1.63 1.34 -1.23 0.05
H 2.89 0.17 -1.18 0.08
H 1.60 -1.09 0.56 0.10
H 0.69 -0.99 -0.96 0.10
C 0.64 1.19 -4.35 -0.05
C 0.67 2.65 -4.88 -0.16
O 0.01 3.51 -3.94 0.02
C 0.55 3.85 -2.77 -0.34
O 1.68 3.48 -2.45 0.11
C -0.37 4.76 -1.91 -0.51
F -1.64 4.43 -2.15 0.16
F -0.15 4.74 -0.61 0.19
F -0.11 6.03 -2.37 0.14
H 1.39 1.05 -3.58 0.06
H 0.86 0.45 -5.11 0.08
H -0.39 0.97 -4.05 0.08
H 0.14 2.68 -5.83 0.13
H 1.73 2.89 -5.01 0.12
C 3.45 4.41 0.72 -0.03
C 4.96 4.08 0.92 -0.19
O 5.87 4.71 0.03 0.01
C 6.57 5.82 0.36 -0.36
O 6.45 6.46 1.37 0.17
C 7.65 6.21 -0.68 -0.50
F 8.85 6.23 -0.05 0.15
F 7.63 5.37 -1.75 0.14
F 7.54 7.46 -1.13 0.16
H 2.86 3.60 1.15 0.06
H 3.12 4.45 -0.31 0.06
H 3.23 5.34 1.24 0.08
H 5.17 3.04 0.67 0.12
H 5.35 4.16 1.94 0.12
C 3.85 0.55 7.33 -0.07
C 4.15 -0.82 6.80 -0.21
O 3.69 -0.96 5.44 0.02
C 3.81 -2.11 4.76 -0.31
O 4.13 -3.19 5.29 0.13
C 3.47 -1.97 3.26 -0.56
F 2.57 -2.84 2.87 0.19
F 3.11 -0.70 2.88 0.13
F 4.54 -2.19 2.55 0.18
H 4.03 0.65 8.40 0.08
H 2.80 0.79 7.15 0.08
H 4.47 1.34 6.89 0.08
H 3.71 -1.61 7.40 0.13
H 5.22 -1.00 6.94 0.13
C -9.05 -3.58 -0.58 -0.07
C -8.32 -2.38 -0.11 -0.26
O -7.21 -2.07 -0.90 0.04
C -6.37 -1.08 -0.53 -0.31
O -6.55 -0.38 0.46 0.14
C -5.15 -1.01 -1.49 -0.53
F -4.87 0.21 -1.89 0.18
F -4.07 -1.53 -0.92 0.16
F -5.23 -1.78 -2.60 0.15
H -8.42 -4.46 -0.57 0.08
H -9.39 -3.41 -1.60 0.08
H -9.93 -3.88 0.00 0.09
H -7.99 -2.49 0.92 0.14
H -9.11 -1.63 -0.12 0.13

=====

# 2
153
Properties=species:S:1:pos:R:3:lowdin_charge:R:1 method="wB97M-V/def2-TZVPD" energy_ha=-8127.04928 relative_energy_kcal_mol=113.9 smiles="CCOC(=O)C(F)(F)F.CCOC(=O)C(F)(F)F.CCOC(=O)C(F)(F)F.CCOC(=O)C(F)(F)F.CCOC(=O)C(F)(F)F.CCOC(=O)C(F)(F)F.CCOC(=O)C(F)(F)F.O=S1(=O)OCCO1.O=S1(=O)OCCO1.O=S1(=O)OCCO1.O=S1(=O)OCCO1.O=S1(=O)OCCO1" orbital_gap_ev=11.1 spin_multiplicity=1
C -2.37 -0.54 3.79 -0.05
C -3.62 -1.36 3.51 -0.23
O -4.17 -2.02 4.59 0.06
C -5.13 -1.37 5.26 -0.32
O -5.35 -0.12 5.18 0.12
C -5.91 -2.17 6.19 -0.56
F -7.18 -2.18 5.80 0.19
F -5.39 -3.44 6.33 0.15
F -5.81 -1.54 7.34 0.20
H -2.04 0.04 2.92 0.07
H -1.56 -1.20 4.09 0.07
H -2.52 0.12 4.64 0.08
H -3.38 -2.12 2.76 0.12
H -4.35 -0.74 2.99 0.10
C -5.50 2.97 -4.13 -0.05
C -5.57 1.56 -4.67 -0.23
O -5.66 0.59 -3.67 0.02
C -4.62 0.08 -2.95 -0.31
O -3.45 0.34 -3.18 0.13
C -5.09 -0.84 -1.82 -0.51
F -4.57 -0.38 -0.63 0.14
F -6.42 -0.80 -1.76 0.18
F -4.66 -2.06 -2.11 0.17
H -6.15 3.19 -3.29 0.06
H -5.79 3.62 -4.95 0.09
H -4.48 3.20 -3.80 0.06
H -4.95 1.36 -5.54 0.13
H -6.52 1.57 -5.21 0.12
C 5.49 0.54 -1.18 -0.04
C 6.85 0.82 -1.89 -0.20
O 7.87 0.45 -0.98 0.01
C 8.62 -0.67 -1.22 -0.28
O 8.66 -1.28 -2.28 0.12
C 9.52 -1.10 0.04 -0.57
F 10.79 -1.28 -0.34 0.16
F 9.46 -0.22 1.01 0.20
F 9.15 -2.28 0.50 0.17
H 4.69 0.40 -1.90 0.07
H 5.16 1.14 -0.33 0.09
H 5.53 -0.49 -0.83 0.05
H 6.94 1.88 -2.14 0.12
H 6.85 0.35 -2.87 0.12
C 1.00 3.53 3.70 -0.07
C 2.32 4.25 3.60 -0.17
O 2.36 4.85 2.25 -0.01
C 3.16 5.95 2.00 -0.29
O 3.63 6.67 2.94 0.11
C 3.31 6.25 0.56 -0.61
F 4.49 5.68 0.22 0.17
F 2.30 5.73 -0.11 0.19
F 3.29 7.55 0.49 0.22
H 0.17 4.24 3.71 0.08
H 0.81 2.97 4.62 0.08
H 0.91 2.80 2.89 0.07
H 3.24 3.67 3.74 0.13
H 2.24 5.00 4.38 0.12
C -4.43 1.93 1.96 -0.04
C -5.90 1.48 2.01 -0.19
O -6.59 1.81 0.83 0.03
C -7.31 2.90 0.70 -0.35
O -7.42 3.73 1.59 0.14
C -7.83 3.19 -0.75 -0.51
F -7.51 4.46 -1.14 0.14
F -7.40 2.23 -1.60 0.14
F -9.13 3.12 -0.73 0.19
H -3.85 1.55 1.12 0.04
H -3.89 1.62 2.85 0.07
H -4.28 2.99 1.78 0.08
H -6.36 1.84 2.93 0.13
H -6.01 0.40 2.14 0.11
C -1.31 0.60 -0.07 -0.03
C 0.16 0.87 -0.47 -0.18
O 1.06 -0.22 -0.60 0.05
C 1.68 -0.80 0.44 -0.35
O 1.80 -0.29 1.54 0.13
C 2.50 -2.08 0.18 -0.53
F 2.20 -2.95 1.20 0.15
F 2.16 -2.61 -1.01 0.15
F 3.77 -1.74 0.17 0.18
H -1.33 -0.18 0.69 0.05
H -1.94 0.30 -0.90 0.06
H -1.84 1.42 0.42 0.05
H 0.59 1.67 0.14 0.12
H 0.00 1.37 -1.43 0.10
C 5.82 -3.13 -2.93 -0.05
C 5.47 -3.90 -1.68 -0.23
O 6.33 -5.02 -1.43 0.03
C 5.87 -6.04 -0.65 -0.25
O 4.76 -6.12 0.01 0.06
C 6.88 -7.24 -0.53 -0.60
F 8.14 -6.84 -0.69 0.17
F 6.67 -7.73 0.65 0.20
F 6.70 -8.11 -1.53 0.17
H 5.47 -2.10 -2.91 0.08
H 5.39 -3.70 -3.75 0.08
H 6.90 -3.17 -3.01 0.08
H 4.43 -4.21 -1.79 0.12
H 5.55 -3.23 -0.83 0.11
C 1.79 -0.23 4.92 -0.20
C 2.16 -1.71 5.05 -0.16
O 2.37 -1.90 6.44 -0.20
S 3.16 -0.64 7.07 0.70
O 4.58 -0.66 6.78 -0.24
O 2.78 -0.44 8.45 -0.23
O 2.38 0.40 6.02 -0.20
H 0.71 -0.07 4.94 0.12
H 2.08 0.27 4.00 0.11
H 3.05 -2.05 4.52 0.13
H 1.34 -2.38 4.84 0.13
C 0.33 2.90 -5.30 -0.20
C 0.30 1.48 -4.86 -0.14
O 1.18 1.35 -3.70 -0.23
S 2.08 2.72 -3.43 0.74
O 3.23 2.74 -4.28 -0.23
O 2.16 2.95 -1.98 -0.25
O 0.80 3.56 -4.14 -0.23
H -0.66 3.29 -5.55 0.14
H 0.99 3.11 -6.14 0.13
H 0.71 0.86 -5.66 0.13
H -0.68 1.11 -4.57 0.13
C -0.02 -5.90 -0.25 -0.18
C -0.53 -6.40 1.06 -0.17
O -0.81 -5.20 1.80 -0.21
S -1.39 -4.00 0.81 0.74
O -1.08 -2.68 1.33 -0.23
O -2.78 -4.33 0.45 -0.24
O -0.31 -4.51 -0.34 -0.23
H -0.62 -6.43 -0.99 0.13
H 1.03 -6.12 -0.42 0.14
H 0.18 -6.98 1.66 0.14
H -1.42 -7.01 0.95 0.13
C -1.15 5.38 0.16 -0.18
C -2.41 6.20 -0.29 -0.18
O -3.00 5.49 -1.33 -0.19
S -2.47 3.87 -1.32 0.76
O -1.77 3.57 -2.56 -0.24
O -3.53 2.93 -0.90 -0.27
O -1.44 4.01 -0.01 -0.20
H -0.83 5.61 1.18 0.13
H -0.30 5.62 -0.48 0.12
H -2.02 7.15 -0.67 0.14
H -3.17 6.17 0.49 0.14
C -1.07 -2.48 -3.39 -0.18
C -1.93 -3.76 -3.15 -0.14
O -2.13 -4.30 -4.46 -0.20
S -2.18 -3.14 -5.56 0.74
O -3.45 -2.35 -5.44 -0.26
O -1.78 -3.64 -6.85 -0.23
O -0.91 -2.40 -4.76 -0.20
H -0.08 -2.45 -2.92 0.13
H -1.74 -1.67 -3.09 0.11
H -2.90 -3.57 -2.70 0.11
H -1.43 -4.52 -2.55 0.11

=====

# 3
99
Properties=species:S:1:pos:R:3:lowdin_charge:R:1 method="wB97M-V/def2-TZVPD" charge=+1 energy_ha=-3026.69677 relative_energy_kcal_mol=0.0 orbital_gap_ev="5.7 / 6.6" spin_multiplicity=6 s2=8.794
Sm -0.35 0.13 0.20 1.57
C -0.93 -2.57 0.44 -0.30
C 0.36 -2.71 -0.15 -0.26
C 0.63 -1.52 1.81 -0.34
C -0.76 -1.91 1.70 -0.32
C 1.30 -2.01 0.65 -0.31
C -2.21 -3.17 -0.04 -0.04
H -2.14 -3.46 -1.09 0.06
H -3.04 -2.45 0.06 0.09
H -2.47 -4.07 0.54 0.10
C -1.83 -1.79 2.72 -0.03
H -2.74 -2.31 2.41 0.09
H -2.13 -0.75 2.87 0.05
H -1.51 -2.21 3.68 0.08
C 1.34 -0.82 2.91 -0.03
H 2.09 -1.47 3.39 0.11
H 0.63 -0.51 3.69 0.06
H 1.84 0.11 2.57 0.09
C 2.77 -1.93 0.45 -0.04
H 3.30 -2.59 1.15 0.10
H 3.15 -0.91 0.62 0.08
H 3.06 -2.21 -0.56 0.06
C 0.70 -3.62 -1.28 -0.04
H 0.96 -4.64 -0.90 0.11
H 1.57 -3.26 -1.84 0.06
H -0.14 -3.75 -1.97 0.06
C -1.87 1.01 -6.22 -0.11
C -1.91 -0.33 -6.21 -0.14
C -1.15 -1.19 -7.18 -0.17
C 0.34 -0.82 -7.38 -0.18
C 1.05 -0.37 -6.15 -0.11
C 1.19 0.93 -5.83 -0.15
C 0.49 2.05 -6.52 -0.16
C -0.93 1.79 -7.08 -0.18
H -1.63 -1.16 -8.17 0.13
H 0.43 -0.08 -8.18 0.11
H -1.21 -2.24 -6.85 0.11
H -0.86 1.36 -8.09 0.11
H -2.69 1.60 -5.78 0.10
H -2.69 -0.84 -5.64 0.10
H -1.39 2.78 -7.24 0.12
H 0.43 2.91 -5.83 0.11
H 1.91 1.26 -5.07 0.08
H 1.11 2.40 -7.38 0.13
H 0.84 -1.72 -7.76 0.12
H 1.55 -1.18 -5.59 0.10
P -1.59 -0.03 -2.43 0.78
C -3.06 0.87 -3.03 -0.26
C -1.56 -1.61 -3.36 -0.24
P 1.35 0.64 -2.10 0.77
C -0.15 0.87 -3.20 -0.52
C 2.27 -0.65 -2.99 -0.25
C 2.45 2.06 -2.36 -0.26
H -3.17 1.78 -2.42 0.05
H -3.95 0.24 -2.90 0.06
H -2.96 1.15 -4.08 0.00
H -1.42 -1.42 -4.42 0.00
H -2.52 -2.14 -3.22 0.07
H -0.74 -2.27 -3.06 0.02
H 2.43 2.40 -3.40 0.04
H 3.46 1.76 -2.07 0.06
H 2.13 2.88 -1.69 0.05
H -0.36 1.93 -3.40 0.08
H 0.00 0.38 -4.17 0.00
H 3.31 -0.65 -2.63 0.06
H 2.28 -0.42 -4.06 0.01
H 1.84 -1.65 -2.85 0.03
C 3.47 0.27 6.99 -0.05
C 2.10 -0.24 6.64 -0.24
C 1.84 -1.60 6.75 -0.06
C 0.58 -2.15 6.49 -0.08
C -0.41 -1.32 6.00 -0.06
C -0.16 0.05 5.81 -0.22
N -1.02 0.69 4.92 0.08
C -1.35 2.06 4.85 -0.22
C -1.78 2.77 5.98 -0.02
C -2.15 4.10 5.83 -0.06
C -2.12 4.71 4.57 -0.07
C -1.68 4.00 3.44 -0.01
C -1.29 2.68 3.59 -0.10
C -0.88 1.83 2.43 -0.55
O 0.32 1.80 1.97 -0.12
O -1.78 1.09 1.86 -0.17
C 1.08 0.63 6.21 -0.16
C 1.34 2.09 6.04 -0.02
H 3.92 0.82 6.14 0.09
H 3.44 0.95 7.86 0.09
H 4.13 -0.57 7.23 0.08
H 2.66 -2.27 7.03 0.11
H 0.36 -3.20 6.65 0.11
H -1.39 -1.71 5.68 0.10
H -1.68 0.08 4.44 0.12
H -1.76 2.26 6.95 0.13
H -2.43 4.66 6.72 0.11
H -2.45 5.75 4.47 0.11
H -1.63 4.43 2.44 0.12
H 1.32 2.39 4.98 0.10
H 0.59 2.69 6.57 0.08
H 2.32 2.38 6.44 0.07

=====

# 4
114
Properties=species:S:1:pos:R:3:lowdin_charge:R:1 method="wB97M-V/def2-TZVPD" charge=-2 energy_ha=-7451.25665 relative_energy_kcal_mol=0.0 orbital_gap_ev="5.5 / 6.5" spin_multiplicity=4 s2=3.758
V -0.68 -0.44 -0.93 0.59
C -3.90 2.16 -1.58 -0.06
C -2.43 2.61 -1.53 -0.36
C -2.28 4.07 -1.94 -0.05
C -1.87 2.35 -0.16 -0.23
C -2.11 3.12 0.99 0.03
C -1.49 2.46 2.02 -0.21
C -1.50 2.96 3.44 -0.35
C -0.08 3.28 3.93 -0.05
C -2.32 2.09 4.41 -0.06
N -0.91 1.34 1.52 0.08
N -1.14 1.29 0.16 0.04
B -0.21 0.15 2.29 -0.47
N 1.32 0.18 2.09 0.03
N 1.66 0.24 0.77 0.12
C 2.93 0.55 0.72 -0.27
C 3.45 0.68 2.02 0.00
C 2.41 0.43 2.89 -0.17
C 2.68 0.47 4.41 -0.34
C 1.64 0.14 5.49 -0.08
C 3.89 -0.44 4.71 -0.08
C 3.71 0.67 -0.56 -0.35
C 2.89 1.35 -1.66 -0.07
C 4.21 -0.71 -1.02 -0.09
N -0.86 -1.23 1.81 0.06
N -1.55 -1.38 0.63 -0.02
C -2.39 -2.40 0.78 -0.27
C -2.20 -2.97 2.05 0.04
C -1.22 -2.22 2.65 -0.23
C -0.57 -2.42 3.98 -0.37
C -1.60 -2.55 5.10 -0.06
C 0.37 -3.63 3.93 -0.05
C -3.44 -2.76 -0.22 -0.40
C -4.83 -2.44 0.36 -0.07
C -3.37 -4.24 -0.61 -0.09
H -4.27 2.25 -2.60 0.07
H -4.00 1.12 -1.27 0.07
H -4.52 2.79 -0.92 0.07
H -1.88 1.99 -2.22 0.07
H -2.73 4.74 -1.20 0.07
H -1.22 4.32 -2.04 0.07
H -2.76 4.24 -2.90 0.07
H -2.65 4.04 1.06 0.11
H -2.03 3.91 3.38 0.12
H 0.58 2.44 3.78 0.05
H 0.33 4.12 3.36 0.09
H -0.08 3.55 4.99 0.08
H -1.84 1.13 4.60 0.05
H -2.45 2.61 5.36 0.07
H -3.30 1.89 3.98 0.08
H -0.45 0.26 3.45 0.09
H 4.47 0.94 2.27 0.10
H 3.01 1.50 4.60 0.13
H 1.48 -0.94 5.55 0.07
H 2.05 0.46 6.45 0.08
H 0.69 0.62 5.35 0.05
H 3.61 -1.49 4.50 0.09
H 4.75 -0.20 4.09 0.06
H 4.17 -0.36 5.76 0.07
H 4.59 1.28 -0.33 0.12
H 1.97 0.80 -1.85 0.05
H 2.61 2.36 -1.38 0.07
H 3.45 1.39 -2.60 0.09
H 3.36 -1.36 -1.21 -0.01
H 4.79 -0.62 -1.95 0.08
H 4.84 -1.17 -0.26 0.07
H -2.71 -3.84 2.46 0.11
H 0.04 -1.54 4.17 0.08
H -2.20 -3.45 4.97 0.07
H -1.11 -2.60 6.07 0.07
H -2.28 -1.69 5.10 0.08
H -0.20 -4.54 3.71 0.08
H 1.12 -3.51 3.15 0.07
H 0.88 -3.76 4.89 0.07
H -3.28 -2.16 -1.11 0.08
H -5.02 -3.03 1.26 0.07
H -4.90 -1.38 0.63 0.08
H -5.61 -2.66 -0.37 0.07
H -3.51 -4.88 0.27 0.07
H -4.15 -4.48 -1.34 0.08
H -2.40 -4.46 -1.06 0.03
Cl 1.41 -2.91 -0.06 0.49
C 1.87 -3.80 -1.56 -0.92
Cl -0.95 -2.52 -2.36 0.02
H 1.12 -4.57 -1.69 -0.02
H 2.85 -4.23 -1.40 -0.02
O -2.66 0.03 -3.94 -0.31
As -0.90 0.43 -4.20 0.91
O -0.43 -0.68 -5.30 -0.50
O -0.46 0.38 -2.55 -0.63
C -1.37 2.20 -4.92 -0.21
C -2.64 2.38 -5.47 -0.09
C -2.98 3.61 -6.03 -0.11
C -2.06 4.65 -6.07 -0.11
C -0.78 4.47 -5.55 -0.07
C -0.45 3.25 -4.97 -0.26
S 1.13 2.99 -4.21 0.44
O 2.11 3.81 -4.89 -0.34
O 1.26 1.54 -4.49 -0.39
O 0.91 3.32 -2.81 -0.33
H -2.63 -0.93 -3.84 -0.01
H -3.35 1.57 -5.44 0.09
H -3.97 3.75 -6.45 0.09
H -2.33 5.60 -6.52 0.09
H -0.04 5.25 -5.58 0.11
Te 1.89 -2.60 -3.33 1.22
C 3.90 -3.30 -3.75 -0.88
C 4.96 -3.68 -2.97 -0.27
C 6.13 -4.02 -3.72 -0.23
C 5.96 -3.89 -5.06 -0.47
S 4.37 -3.36 -5.41 0.90
H 4.92 -3.72 -1.89 0.09
H 7.07 -4.33 -3.26 0.09
H 6.67 -4.06 -5.86 0.05